No. 1
DFT (the ωB97M-V functional and the def2-TZVPD basis) results for C16H14F3N3O3 in the gas phase in a non-equilibrium geometry.

ORCA input file:
```
! wB97M-V def2-TZVPD RIJCOSX def2/J DEFGRID3
* xyz 0 1
O -0.7953 0.2353 -1.4901
C -1.0248 1.0640 -0.6289
N -2.1047 0.9620 0.1955
C -2.9786 -0.1812 0.1358
C -2.7036 -1.1806 1.2828
N -1.2884 -1.3773 1.5021
C -0.4315 -1.8464 0.5599
C -0.8763 -2.6490 -0.5060
C -0.0047 -3.1320 -1.4459
C 1.3542 -2.8326 -1.3564
N 2.2631 -3.3255 -2.3454
O 3.4331 -3.0154 -2.2439
O 1.8121 -4.0319 -3.2243
C 1.8325 -2.0578 -0.3098
C 0.9552 -1.5755 0.6408
C 1.4903 -0.7427 1.7667
F 2.7898 -0.4746 1.6646
F 0.8686 0.4581 1.8836
F 1.3147 -1.3325 2.9721
C -0.1440 2.2371 -0.3887
C -0.5998 3.4403 0.1411
C 0.2837 4.4850 0.3439
C 1.6245 4.3372 0.0289
C 2.0815 3.1471 -0.5131
C 1.1998 2.1060 -0.7295
H -2.1993 1.6010 0.9678
H -2.7779 -0.6537 -0.8288
H -4.0236 0.1373 0.1742
H -3.1201 -0.8012 2.2178
H -3.1901 -2.1327 1.0586
H -0.8988 -0.7676 2.2026
H -1.9230 -2.8869 -0.5874
H -0.3507 -3.7391 -2.2680
H 2.8881 -1.8349 -0.2579
H -1.6475 3.5816 0.3672
H -0.0758 5.4194 0.7495
H 2.3105 5.1537 0.1985
H 3.1239 3.0320 -0.7685
H 1.5331 1.1739 -1.1613
*
```

Values from the calculation:
DFT total energy (Eh): -1307.6607
SMILES: O=C(NCCNc1ccc([N+](=O)[O-])cc1C(F)(F)F)c1ccccc1
LUMO level (hartree): -0.0062
HOMO energy (hartree): -0.3187
F_max (eV/A): 1.23

No. 2
DFT (the ωB97M-V functional and the def2-TZVPD basis) results for a molecular structure, C26H59O5P3Zr in a non-equilibrium geometry.

ORCA input file:
```
! wB97M-V def2-TZVPD RIJCOSX def2/J DEFGRID3
* xyz 4 1
Zr 0.1971 -0.0253 -0.4293
C 1.1594 0.3512 -2.3392
O 1.7215 0.6107 -3.3480
C 1.1797 2.2956 -0.5014
O 1.3377 3.3333 0.0431
P -1.6447 1.5031 -1.7284
C -2.8973 2.2822 -0.6013
H -3.6476 2.7027 -1.2922
C -1.4282 2.7800 -3.0387
H -0.6297 3.4034 -2.5854
C -2.5447 0.0727 -2.5006
H -2.7673 -0.5850 -1.6332
C 2.9548 -2.0134 -0.0844
P 2.7029 -0.2488 0.4527
H 3.8034 -0.4518 2.5266
H 2.0516 -2.5277 0.3007
C 4.3029 0.5631 0.0565
H 5.0450 -0.2461 0.1945
C -0.8891 2.2275 -4.3638
H -1.6908 1.8909 -5.0436
H -0.1571 1.4251 -4.2440
H -0.3722 3.0668 -4.8635
C -2.6602 3.6832 -3.2723
H -2.5592 4.1605 -4.2589
H -2.7051 4.4865 -2.5221
H -3.6070 3.1218 -3.2617
C -3.8756 0.4989 -3.1224
H -4.5121 1.0502 -2.4194
H -4.4108 -0.4249 -3.3975
H -3.7318 1.0838 -4.0426
C -1.6946 -0.7413 -3.4867
H -2.0076 -1.7961 -3.4310
H -0.6086 -0.7160 -3.2791
H -1.8374 -0.3959 -4.5222
C -3.5848 1.2442 0.2796
H -4.4557 0.7903 -0.2220
H -3.9465 1.7157 1.2068
H -2.9160 0.4267 0.5783
C -2.2886 3.4483 0.1906
H -1.5582 3.1035 0.9358
H -3.1044 3.9673 0.7282
H -1.8035 4.1829 -0.4695
C 4.2047 -2.6382 0.5475
H 4.4160 -2.2873 1.5634
H 5.0890 -2.4649 -0.0847
H 4.0433 -3.7284 0.5897
C 2.9765 -2.1848 -1.6060
H 3.8449 -1.6886 -2.0617
C 2.1822 0.9039 2.9744
H 2.0732 -1.8042 -2.1116
H 3.0482 -3.2618 -1.8295
C 2.0267 -1.6366 2.8196
H 1.1160 0.8136 3.2260
H 2.7244 1.0702 3.9236
H 2.3177 1.8067 2.3678
C 2.7204 -0.3716 2.3072
H 1.7389 -1.5229 3.8727
H 2.6362 -2.5376 2.6871
H 1.0745 -1.8398 2.2619
C 4.6155 1.7369 0.9970
H 3.8584 2.5282 0.8692
H 5.5980 2.1433 0.7088
H 4.6701 1.4361 2.0514
C 4.3570 1.0666 -1.3902
H 4.0257 0.3436 -2.1434
H 5.4067 1.3349 -1.6121
H 3.7543 1.9814 -1.4924
H 0.2375 1.1688 1.2136
H -0.4708 1.3801 0.8276
C -2.7237 1.1330 4.2574
C -1.5239 0.6343 3.5224
O -1.9942 -0.2048 2.4378
P -0.8630 -1.1067 1.6917
O -1.5037 -2.5830 1.9335
C -2.0988 -2.9740 3.2297
C -0.9888 -3.0385 4.2510
O -0.4382 -1.9564 -0.5438
C -0.8481 -3.3269 -0.7457
C -0.1567 -3.9406 -1.9434
H -3.3632 1.7424 3.6093
H -2.3843 1.7867 5.0623
H -3.2787 0.3017 4.7090
H -0.9613 1.4408 3.0438
H -0.8815 0.0163 4.1848
H -2.8742 -2.2366 3.5141
H -2.5826 -3.9243 3.0143
H -0.4867 -2.0558 4.3284
H -1.4070 -3.2702 5.2234
H -0.2515 -3.8189 4.0280
H -0.6339 -3.9644 0.1140
H -1.9295 -3.3114 -0.8848
H 0.8949 -4.1773 -1.7382
H -0.6564 -4.8965 -2.1283
H -0.2697 -3.3157 -2.8365
*
```

Values from the calculation:
Energy relative to the best compared isomer or geometry (same formula, charge and spin) (kJ/mol): 2.4
DFT total energy (Eh): -2471.7391
LUMO level (hartree): -0.5755
HOMO energy (hartree): -0.7859
F_max (eV/A): 10.39

- Which formula does entry 1 have?
  C16H14F3N3O3

- Among the records above, which one has the lowest DFT total energy?
  C26H59O5P3Zr

- Which formula does entry 2 have?
  C26H59O5P3Zr